Record 1
Molecular formula: C4H9NO3
Method: DFT, ωB97M-V with the def2-TZVPD basis set

Each line ends with the natural charge from an NBO analysis.
Atoms and positions in Å:
1 O 2.116 -3.149 -1.280  -1.23
2 O 0.754 -0.584 1.130  -0.54
3 O -1.960 2.807 1.944  -0.42
4 N -0.106 0.862 -0.513  -0.32
5 C -1.204 1.378 0.026  -0.16
6 C -0.904 2.305 1.534  0.07
7 C 0.205 -1.469 -0.987  -0.74
8 C 0.194 -0.345 -0.043  0.62
9 H -0.704 -2.052 -0.822  0.28
10 H 2.914 -3.443 -1.729  0.44
11 H -1.970 0.656 0.291  0.22
12 H 1.520 -0.341 0.375  0.55
13 H 0.265 -1.122 -2.000  0.26
14 H 1.066 -2.135 -0.661  0.40
15 H -0.108 3.000 1.221  0.16
16 H -0.420 1.512 2.136  0.18
17 H -1.659 2.120 -0.622  0.25

E_tot (a.u.): -437.913211
Kohn-Sham gap (eV): 3.391



Record 2
Molecular formula: C4H9NO3
Method: DFT, ωB97M-V with the def2-TZVPD basis set

Each line ends with the natural charge from an NBO analysis.
Atoms and positions in Å:
1 O -0.361 1.159 -0.116  -0.55
2 O 0.627 -0.658 0.717  -0.42
3 O -0.080 1.168 2.272  -0.62
4 N 0.659 -1.574 1.806  -0.49
5 C 0.519 1.009 1.247  0.68
6 C -0.826 -0.602 -0.200  0.23
7 C -0.850 -1.263 -1.351  -0.65
8 C 0.340 1.619 -1.273  -0.27
9 H -1.747 -1.806 -1.618  0.23
10 H -0.238 1.329 -2.151  0.21
11 H -0.139 -1.331 2.397  0.35
12 H 0.472 -2.472 1.364  0.35
13 H -1.620 -0.583 0.532  0.20
14 H 1.338 1.175 -1.340  0.18
15 H 1.513 1.384 0.986  0.14
16 H -0.021 -1.261 -2.045  0.22
17 H 0.414 2.706 -1.225  0.20

E_tot (a.u.): -438.069626
Kohn-Sham gap (eV): 9.626



Record 3
Molecular formula: C4H9NO3
Method: DFT, ωB97M-V with the def2-TZVPD basis set

Each line ends with the natural charge from an NBO analysis.
Atoms and positions in Å:
1 O -3.132 0.465 -0.102  -0.71
2 O 2.554 -0.008 0.668  -0.68
3 O 2.140 -0.385 -1.467  -0.46
4 N -0.252 1.175 0.836  -0.59
5 C -0.729 0.145 0.037  -0.16
6 C 1.644 0.009 -0.405  0.42
7 C -2.130 -0.422 0.374  -0.04
8 C 0.339 -0.895 -0.018  -0.38
9 H -2.233 -0.490 1.450  0.20
10 H 0.121 -1.767 -0.617  0.23
11 H -0.765 0.437 -1.040  0.19
12 H -2.928 0.654 -1.025  0.46
13 H 0.611 -1.180 0.988  0.24
14 H -2.316 -1.379 -0.106  0.18
15 H -0.930 1.934 0.859  0.35
16 H 1.093 1.045 -0.458  0.27
17 H 2.178 0.647 1.275  0.48

E_tot (a.u.): -438.080084
Kohn-Sham gap (eV): 6.268



Record 4
Molecular formula: C4H9NO3
Method: DFT, ωB97M-V with the def2-TZVPD basis set

Each line ends with the natural charge from an NBO analysis.
Atoms and positions in Å:
1 O 3.054 -0.949 0.312  -0.60
2 O 0.683 3.115 0.576  -0.51
3 O -3.749 -0.644 1.604  -0.92
4 N 0.959 -0.314 -0.373  -0.45
5 C 0.766 1.917 0.588  0.44
6 C 1.941 -1.237 -0.079  0.53
7 C -0.251 -0.764 -1.008  -0.42
8 C 1.381 1.068 -0.492  -0.35
9 H -4.383 -0.095 2.068  0.46
10 H 2.464 1.119 -0.354  0.28
11 H 0.419 1.303 1.451  0.11
12 H 1.712 -2.317 -0.090  0.13
13 H -4.302 -0.874 0.874  0.46
14 H -0.514 -0.287 -1.957  0.20
15 H -1.121 -0.644 -0.365  0.21
16 H -0.243 -1.829 -1.251  0.21
17 H 1.183 1.432 -1.504  0.22

E_tot (a.u.): -438.264582
SMILES string: CN(C=O)CC=O.O
Kohn-Sham gap (eV): 10.185



Record 5
Molecular formula: C4H9NO3
Method: DFT, ωB97M-V with the def2-TZVPD basis set

Each line ends with the natural charge from an NBO analysis.
Atoms and positions in Å:
1 O 1.622 0.826 -0.600  -0.72
2 O -0.446 1.778 0.927  -0.70
3 O -0.743 -0.586 1.990  -0.80
4 N -0.862 -0.276 -0.343  -0.40
5 C -0.330 0.395 0.748  0.59
6 C 1.353 -1.517 0.119  -0.65
7 C 0.774 -0.158 -0.060  0.36
8 C -1.622 0.531 -1.274  -0.45
9 H -1.761 1.583 -1.013  0.20
10 H -2.626 0.107 -1.357  0.21
11 H -1.620 -0.423 2.369  0.47
12 H 0.379 2.199 0.633  0.50
13 H 2.264 -1.479 0.722  0.21
14 H 0.648 -2.192 0.616  0.27
15 H 2.544 0.650 -0.352  0.50
16 H 1.587 -1.951 -0.857  0.22
17 H -1.160 0.513 -2.268  0.20

E_tot (a.u.): -438.188087
SMILES string: CN1C(O)(O)[C@]1(C)O
Kohn-Sham gap (eV): 9.587



Record 6
Molecular formula: C4H9NO3
Method: DFT, ωB97M-V with the def2-TZVPD basis set

Each line ends with the Löwdin spin population.
Atoms and positions in Å:
1 O -2.240 -1.045 1.020  0.15
2 O -3.600 -0.395 -0.576  0.00
3 O 2.224 0.060 0.035  0.04
4 N -0.008 0.173 1.534  0.20
5 C -0.134 0.808 0.243  0.04
6 C 1.080 0.109 -0.641  -0.01
7 C -2.406 -0.271 0.102  0.06
8 C -1.467 0.666 -0.418  0.47
9 H -1.894 1.495 -0.969  0.02
10 H 0.627 -0.858 -0.922  0.04
11 H 0.847 -0.358 1.683  0.00
12 H 4.718 -1.054 0.042  0.00
13 H 0.104 1.871 0.396  0.01
14 H -0.907 -0.286 1.802  0.00
15 H 5.334 -1.280 -0.278  0.00
16 H -3.398 -0.407 -1.539  0.00
17 H 1.121 0.772 -1.512  -0.03

<S²>: 1.198
2S+1: 2
E_tot (a.u.): -437.751317
Net charge: +1
Kohn-Sham gap (alpha / beta) (eV): 6.561 / 5.562



For the records above, the corresponding ΔE to the lowest compared entry with this formula, charge and spin values read 1091.83; 681.16; 653.71; 169.31; 370.14; 583.52 kJ/mol.